No. 1
DFT (the ωB97M-V functional and the def2-TZVPD basis) results for a 2-piece molecular cluster, C3H13N2O overall in a non-equilibrium geometry.

XYZ file:
```
19
Properties=species:S:1:pos:R:3:lowdin_spin:R:1
H -0.31162 2.78765 0.55234 0.019
H -0.06033 1.83100 1.94692 0.002
C 0.12591 -0.68484 0.89017 0.039
N -0.25708 0.64005 -1.18653 0.176
H 1.21159 -2.08347 -2.47729 0.037
H 1.30325 0.92287 0.09667 0.033
H 0.87184 -1.35886 0.46217 0.017
H -0.46347 -0.68190 2.89621 0.001
H 0.00669 -2.22156 -3.44732 0.027
H -0.79959 -1.11700 0.45890 0.026
H -1.57979 1.64608 0.96660 0.014
H 0.96963 -1.31207 2.70501 0.001
H -0.07170 1.48853 -1.77985 0.171
O 0.24942 -1.95368 -2.55891 0.127
C -0.50467 1.78889 0.95407 0.042
H -1.28247 0.44835 -1.26354 0.136
N 0.35039 -0.61486 2.30389 0.004
C 0.24444 0.68806 0.22595 0.077
H -0.00243 -0.21323 -1.74547 0.050
```

Multiplicity: 2
⟨S²⟩: 0.7505
HOMO level (alpha / beta): -3.0 / -10.0 eV
Relative energy (zero: lowest compared OMol25 entry of this formula, charge and spin): 6.8 kcal/mol
E_LUMO (alpha / beta): 0.859 / 0.618 eV

***

No. 2
DFT (the ωB97M-V functional and the def2-TZVPD basis) results for a 2-piece molecular cluster, C3H13N2O overall.

XYZ file:
```
19
Properties=species:S:1:pos:R:3:lowdin_spin:R:1
C 1.12183 -1.01412 1.34643 0.077
N 1.13360 -0.28565 0.05576 0.053
H 0.10044 -1.73939 -1.05297 0.036
H 1.26528 -0.30114 2.15265 0.019
H 0.33643 0.43296 0.04188 0.012
O 1.20896 -0.51997 -2.30494 0.108
H -3.02169 1.74618 0.49497 0.011
H 1.92705 -1.74567 1.35360 0.010
H -1.13591 1.96984 -1.00857 0.073
H 2.01355 0.25474 -0.04287 0.064
C -2.21233 1.01515 0.45455 0.105
H 1.87883 -1.90944 -1.03452 0.014
H -0.71402 2.40280 0.49343 0.038
C 1.05119 -1.20973 -1.12707 0.145
N -0.95172 1.58711 -0.07261 0.088
H -2.03924 0.63369 1.45702 0.009
H 0.15859 -1.50229 1.44977 0.011
H 0.39715 0.00119 -2.47953 0.088
H -2.51800 0.18374 -0.17699 0.038
```

Multiplicity: 2
⟨S²⟩: 0.7506
HOMO level (alpha / beta): -2.6 / -10.3 eV
Relative energy (zero: lowest compared OMol25 entry of this formula, charge and spin): 17.3 kcal/mol
E_LUMO (alpha / beta): 0.718 / 0.552 eV

***

No. 3
DFT (the ωB97M-V functional and the def2-TZVPD basis) results for a 2-piece molecular cluster, C3H13N2O overall in a non-equilibrium geometry.

XYZ file:
```
19
Properties=species:S:1:pos:R:3:mulliken_charge:R:1
H -0.59660 1.61318 -1.26807 0.319
H -1.87645 -0.48037 -0.96010 0.379
H 0.65939 0.96606 -0.42405 0.431
H 0.28182 -3.03464 0.92910 0.322
H -0.10871 -1.62969 1.91465 0.318
H 1.45114 -1.70116 1.11905 0.263
H 3.03335 1.58327 -0.79943 0.298
N -0.15148 -1.24592 -0.16720 -0.223
H -0.01399 2.47537 0.00739 0.342
H -0.68208 0.75083 1.54701 0.316
C -1.16383 0.81003 0.56316 -0.592
O 2.27954 1.27574 -1.30844 -0.600
H -2.23210 -1.07999 0.56111 0.333
H 2.54541 1.08210 -2.21387 0.279
C 0.39423 -1.95183 1.00310 -0.912
C -1.41459 -0.57302 0.03285 -0.647
H -0.17421 -1.82899 -0.99229 0.243
H -2.02038 1.43422 0.78198 0.422
N -0.21048 1.53482 -0.32594 -0.290
```

HOMO level: -13.1 eV
Net charge: +1
Relative energy (zero: lowest compared OMol25 entry of this formula, charge and spin): 17.8 kcal/mol
E_LUMO: -3.136 eV

***

No. 4
DFT (the ωB97M-V functional and the def2-TZVPD basis) results for a 2-piece molecular cluster, C3H13N2O overall in a non-equilibrium geometry.

XYZ file:
```
19
Properties=species:S:1:pos:R:3:mulliken_charge:R:1
H -1.72856 -0.77474 1.16950 0.386
H 0.02161 0.30830 -2.46945 0.410
N 1.62160 -1.26616 0.16910 -0.636
H -1.48654 2.35647 2.55593 0.329
N -0.89777 -0.23728 0.91603 -0.223
C -1.10073 0.09588 -0.58498 -0.577
H -1.43091 1.15456 -0.62727 0.261
H 0.66285 -2.13074 -1.51261 0.362
C 0.17917 0.05699 -1.41954 -0.623
H -0.96442 0.55545 1.58422 0.286
H 1.94266 -2.21798 0.32322 0.242
O -0.87317 2.31632 1.79625 -0.675
H -0.49301 3.19424 2.01967 0.319
H 0.88958 0.73283 -0.93859 0.265
H 0.03429 -0.82118 0.86024 0.507
H -1.95923 -0.46974 -0.93482 0.409
H 2.44609 -0.67526 0.30023 0.219
H 1.95044 -0.96644 -1.97257 0.370
C 1.18605 -1.21154 -1.23457 -0.631
```

HOMO level: -14.0 eV
Net charge: +1
Relative energy (zero: lowest compared OMol25 entry of this formula, charge and spin): 21.9 kcal/mol
E_LUMO: -2.938 eV